Formula: C14H43NO11
Source: the Open Molecules 2025 dataset
Level of theory: ωB97M-V/def2-TZVPD

CARTESIAN COORDINATES (ANGSTROEM)
O1 0.36 1.19 0.47
O2 0.00 2.01 3.08
O3 -0.90 3.67 -0.09
O4 2.44 2.00 -3.47
O5 -0.71 -2.94 0.67
O6 2.92 -2.60 -1.57
O7 3.52 -1.24 2.91
O8 -4.37 -0.25 2.01
O9 -0.50 -0.62 -0.54
O10 -1.80 -0.59 -2.56
O11 -1.76 0.63 0.95
N1 2.39 -0.12 -0.42
C1 -0.62 0.46 0.33
C2 1.60 2.15 -4.64
C3 -3.58 0.67 -3.81
C4 1.17 1.52 3.74
C5 -1.76 4.05 1.01
C6 2.93 0.98 -1.43
C7 -1.85 -2.86 1.65
C8 3.01 -2.12 3.88
C9 2.64 -1.20 1.75
C10 1.77 -3.32 -1.56
C11 -2.27 0.75 -2.89
C12 3.23 -0.17 0.81
C13 1.86 1.16 -2.56
C14 -5.43 -1.23 2.21
H1 2.03 -2.02 4.40
H2 1.61 -1.16 1.89
H3 1.21 0.47 3.72
H4 3.01 0.77 1.17
H5 1.10 1.78 4.83
H6 1.48 0.26 -0.29
H7 2.25 -1.11 -0.86
H8 -5.16 -2.31 2.42
H9 -0.66 2.90 0.18
H10 -2.21 3.31 1.58
H11 2.69 -2.14 1.34
H12 -2.48 0.25 0.37
H13 -0.08 1.65 2.22
H14 -4.11 -0.20 -3.59
H15 0.76 2.69 -4.46
H16 -4.66 0.54 1.73
H17 -1.20 4.66 1.84
H18 1.59 -3.74 -0.64
H19 1.79 0.33 -3.10
H20 -0.64 -2.12 0.11
H21 2.04 1.72 3.27
H22 -2.50 1.16 -1.81
H23 1.03 -2.29 -1.75
H24 1.27 1.45 -5.10
H25 3.92 0.55 -1.81
H26 3.74 -3.14 -1.85
H27 4.11 -0.50 0.64
H28 -3.28 0.52 -4.71
H29 1.92 -3.99 -2.32
H30 3.38 -3.12 3.43
H31 -1.52 1.27 -3.26
H32 -6.12 -0.82 2.80
H33 -4.24 1.63 -4.09
H34 3.82 -1.94 4.62
H35 2.11 3.04 -5.35
H36 0.93 1.64 -2.17
H37 2.90 1.89 -1.11
H38 -2.34 -1.92 1.67
H39 -2.38 -3.69 1.34
H40 -1.52 -3.01 2.58
H41 -5.92 -1.17 1.37
H42 -1.37 -0.56 -1.73
H43 -2.55 4.51 0.54

charge = 0
spin multiplicity = 1
HOMO = -9.215 eV



Formula: C23H53InN2O8P
Source: the Open Molecules 2025 dataset
Level of theory: ωB97M-V/def2-TZVPD

CARTESIAN COORDINATES (ANGSTROEM)
In1 -1.06 -0.63 -1.60
P1 2.56 -0.77 -3.24
O1 3.54 -1.61 -4.21
O2 0.58 2.30 3.22
O3 -2.18 -3.38 -4.96
O4 3.56 0.12 -2.36
O5 -2.40 0.93 -4.34
O6 1.58 0.03 -4.01
O7 -1.90 -4.16 -7.02
O8 -1.78 -0.50 6.08
N1 0.81 4.77 4.73
N2 -4.05 -1.98 5.04
C1 -2.17 -3.52 5.08
C2 -2.21 1.82 -3.25
C3 -0.99 -1.21 7.00
C4 -2.18 -0.50 0.35
C5 0.73 2.95 6.35
C6 1.39 1.25 3.70
C7 -1.59 0.28 1.30
C8 2.35 1.88 -1.15
C9 -1.05 1.46 -2.34
C10 -1.78 -1.01 4.75
C11 -1.39 -2.80 -3.84
C12 0.96 -1.50 -1.09
C13 -2.11 1.43 -5.62
C14 -0.45 2.72 4.09
C15 4.21 -0.84 -5.22
C16 -0.75 0.96 -6.15
C17 -1.45 -3.85 -5.94
C18 5.67 -0.61 -4.89
C19 -2.24 -1.99 -2.92
C20 1.83 -2.03 -2.24
C21 -2.70 -2.21 4.52
C22 -0.01 3.65 5.22
C23 3.31 1.53 -2.27
H1 -3.96 -1.70 6.01
H2 -0.85 0.80 -7.23
H3 -2.12 2.86 -3.59
H4 -1.16 3.26 3.46
H5 -2.14 -0.19 4.12
H6 1.48 1.23 -1.15
H7 1.55 -0.84 -0.45
H8 -1.54 -2.03 7.46
H9 -0.11 1.75 -2.82
H10 0.05 1.67 -5.96
H11 6.07 0.07 -5.65
H12 -0.75 -1.23 4.43
H13 3.71 0.11 -5.43
H14 0.75 3.58 7.24
H15 1.99 2.91 -1.26
H16 -0.99 1.85 4.49
H17 -0.93 4.08 5.65
H18 -2.76 -2.68 -2.24
H19 0.24 2.01 6.62
H20 -3.13 1.78 -2.65
H21 2.23 1.62 4.30
H22 -3.16 -0.98 0.48
H23 2.66 -2.61 -1.81
H24 -0.53 0.00 -5.69
H25 0.73 -2.36 -0.46
H26 5.80 -0.11 -3.93
H27 -2.87 1.02 -6.29
H28 -0.70 -0.52 7.79
H29 6.26 -1.52 -4.95
H30 -2.69 -4.36 4.63
H31 -1.10 -3.64 4.86
H32 -1.99 1.25 1.63
H33 1.29 -2.72 -2.90
H34 -2.78 -2.32 3.43
H35 3.02 1.97 -3.22
H36 -0.37 -3.97 -5.74
H37 2.84 1.79 -0.18
H38 -2.31 -3.60 6.16
H39 -2.21 2.52 -5.67
H40 4.15 -1.42 -6.14
H41 -0.59 -2.20 -4.27
H42 -4.45 -1.17 4.58
H43 -1.15 2.10 -1.45
H44 -0.62 0.00 1.73
H45 4.28 1.97 -2.01
H46 -0.08 -1.60 6.53
H47 1.77 2.74 6.09
H48 0.81 0.54 4.30
H49 -0.96 -3.64 -3.28
H50 -3.00 -1.43 -3.45
H51 0.27 5.30 4.06
H52 1.79 0.72 2.84
H53 1.57 4.37 4.18

charge = -1
spin multiplicity = 1
HOMO = -3.658 eV



Formula: C2H8N3O2
Source: the Open Molecules 2025 dataset
Level of theory: ωB97M-V/def2-TZVPD

CARTESIAN COORDINATES (ANGSTROEM)
O1 0.07 -1.50 -2.30
O2 -1.27 -2.27 0.28
N1 -0.63 -0.71 -0.38
N2 -0.21 -0.47 -1.50
N3 -0.95 0.12 0.59
C1 1.33 1.15 0.80
C2 -0.18 1.33 0.70
H1 0.63 -1.12 -2.95
H2 -0.47 1.80 1.58
H3 1.64 0.88 1.81
H4 1.47 0.21 0.22
H5 1.81 1.96 0.11
H6 -1.18 -0.45 1.46
H7 -0.47 1.99 -0.09
H8 -1.59 -2.94 -0.33

charge = +1
spin multiplicity = 1
HOMO (alpha / beta) = -15.123 / -15.124 eV



Formula: C31H41BClInN5O
Source: the Open Molecules 2025 dataset
Level of theory: ωB97M-V/def2-TZVPD

CARTESIAN COORDINATES (ANGSTROEM)
In1 -1.66 3.26 -0.21
Cl1 -1.00 3.25 2.22
O1 0.88 4.51 -1.80
N1 2.83 -0.35 4.10
N2 -0.78 -2.67 -2.90
N3 1.94 6.41 0.61
N4 1.96 -4.35 -0.37
N5 -3.33 -2.14 1.37
C1 4.17 6.19 1.44
C2 -5.05 -3.77 1.06
C3 3.24 -2.41 0.24
C4 3.24 6.70 0.55
C5 0.35 -1.04 3.03
C6 -0.38 -3.79 -2.31
C7 -5.41 -1.93 2.53
C8 1.98 0.57 3.66
C9 4.19 -4.04 -1.22
C10 0.94 -4.25 -2.35
C11 3.00 -4.75 -1.11
C12 -3.11 1.23 -2.03
C13 -3.41 -0.27 -2.26
C14 1.53 5.60 1.58
C15 -5.88 -3.09 1.94
C16 -2.91 1.49 -0.53
C17 2.45 -1.62 4.00
C18 -4.13 -1.49 2.21
C19 1.45 -2.32 -3.67
C20 3.73 5.34 2.45
C21 0.74 0.29 3.12
C22 1.87 -3.49 -3.05
C23 4.31 -2.84 -0.53
C24 -4.18 2.13 -2.64
C25 1.30 1.02 -0.72
C26 0.12 -1.96 -3.56
C27 -3.79 -3.25 0.81
C28 1.23 -2.02 3.47
C29 2.39 5.04 2.52
C30 2.10 -3.20 0.29
C31 1.10 2.01 -1.89
B1 0.33 3.31 -1.41
H1 0.10 1.08 2.74
H2 -3.74 -0.58 2.65
H3 2.90 -3.80 -3.11
H4 2.06 2.28 -2.34
H5 -1.13 -4.35 -1.78
H6 -6.87 -3.46 2.16
H7 -2.17 1.43 -2.56
H8 2.14 -1.69 -4.21
H9 5.22 -2.26 -0.59
H10 0.47 5.37 1.61
H11 0.98 5.18 -1.11
H12 0.99 -3.07 3.41
H13 -2.46 -0.80 -2.29
H14 0.52 1.51 -2.68
H15 3.28 -1.49 0.80
H16 1.98 4.38 3.27
H17 0.49 0.28 -0.69
H18 4.99 -4.42 -1.83
H19 -0.60 -1.31 2.60
H20 -3.99 -0.62 -1.40
H21 -2.45 0.61 -0.07
H22 -5.16 1.63 -2.63
H23 -2.58 4.73 -0.56
H24 1.20 -5.16 -1.85
H25 -3.97 -0.41 -3.19
H26 2.88 -5.69 -1.64
H27 3.17 -2.37 4.34
H28 -3.98 2.36 -3.69
H29 -5.38 -4.67 0.56
H30 -0.24 -1.04 -4.02
H31 1.30 1.53 0.25
H32 -4.27 3.08 -2.09
H33 1.25 -2.87 0.88
H34 5.22 6.45 1.34
H35 -3.12 -3.74 0.11
H36 -6.02 -1.36 3.22
H37 3.55 7.36 -0.25
H38 2.31 1.61 3.74
H39 -3.89 1.65 -0.06
H40 4.43 4.92 3.16
H41 2.23 0.45 -0.82

charge = -1
spin multiplicity = 1
HOMO = -4.045 eV



Formula: C20H60N10O10
Source: the Open Molecules 2025 dataset
Level of theory: ωB97M-V/def2-TZVPD

CARTESIAN COORDINATES (ANGSTROEM)
O1 -0.22 0.55 -1.47
O2 5.56 -2.72 2.18
O3 -0.03 -1.43 3.59
O4 4.27 0.78 4.45
O5 -4.34 1.53 2.26
O6 -0.38 2.38 3.49
O7 1.19 -0.81 -3.55
O8 4.87 2.16 1.64
O9 -7.26 -2.98 0.93
O10 -2.96 1.36 -2.48
N1 2.05 0.46 4.21
N2 -0.64 3.55 1.56
N3 -1.74 0.04 3.91
N4 -3.52 0.81 0.24
N5 1.29 1.46 -3.95
N6 -5.38 2.15 0.35
N7 1.04 1.99 1.75
N8 2.40 -0.04 -5.30
N9 -2.11 -1.95 2.83
N10 3.52 -1.20 3.55
C1 -3.02 2.18 -3.68
C2 1.59 0.15 -4.21
C3 6.52 -3.45 0.08
C4 5.29 3.31 -0.43
C5 -3.65 1.37 -4.79
C6 -3.71 3.49 -3.36
C7 -4.43 1.44 1.04
C8 5.37 -3.59 1.08
C9 -6.10 -2.18 -1.08
C10 -0.01 2.62 2.34
C11 1.00 -0.80 0.09
C12 4.19 1.01 -0.33
C13 -0.38 -0.33 -0.34
C14 4.36 2.38 0.31
C15 -1.25 -1.55 -0.63
C16 -1.24 -1.15 3.54
C17 3.35 0.05 4.12
C18 4.03 -3.33 0.39
C19 -4.91 -2.51 1.09
C20 -6.03 -3.00 0.19
H1 5.39 -4.64 1.41
H2 7.47 -3.47 0.62
H3 -0.15 4.00 0.81
H4 1.79 2.12 -4.52
H5 3.87 0.25 0.38
H6 1.70 0.03 0.24
H7 -4.79 3.32 -3.25
H8 2.71 -1.53 3.05
H9 -3.43 3.86 -2.37
H10 5.43 1.38 1.60
H11 3.38 2.83 0.50
H12 -3.45 4.24 -4.11
H13 6.51 -2.49 -0.46
H14 -5.79 -4.04 -0.05
H15 2.78 -0.93 -5.56
H16 -6.80 -2.61 -1.80
H17 -2.16 1.66 -2.03
H18 -0.74 -2.12 -1.41
H19 1.49 1.26 2.28
H20 -1.35 -2.18 0.26
H21 -6.37 -1.14 -0.88
H22 -1.45 3.99 1.95
H23 -4.64 1.02 -4.49
H24 4.02 -3.70 -0.64
H25 5.41 4.25 0.10
H26 5.02 3.47 -1.48
H27 6.49 -4.20 -0.70
H28 -4.92 -1.43 1.28
H29 3.76 -2.28 0.36
H30 -0.81 0.25 0.48
H31 1.23 -0.10 3.99
H32 6.38 -2.24 2.08
H33 1.22 2.17 0.78
H34 -2.71 0.19 4.09
H35 3.62 0.98 -1.27
H36 -4.90 -3.05 2.04
H37 -1.90 -2.89 2.56
H38 -5.10 -2.19 -1.52
H39 4.44 -1.49 3.25
H40 -1.98 2.39 -3.94
H41 -3.71 1.96 -5.70
H42 -3.04 0.48 -4.96
H43 2.91 0.73 -5.71
H44 6.28 2.84 -0.50
H45 -7.65 -3.85 0.83
H46 0.34 0.04 -2.07
H47 -3.45 1.12 -0.72
H48 1.92 1.38 4.57
H49 -2.76 0.38 0.74
H50 0.85 1.72 -3.09
H51 -3.10 -1.80 2.98
H52 -1.07 0.80 4.09
H53 -6.06 2.70 0.83
H54 -2.24 -1.21 -0.94
H55 -3.94 -2.66 0.60
H56 1.51 -1.33 -0.72
H57 0.92 -1.37 1.02
H58 -5.41 2.12 -0.65
H59 5.18 0.73 -0.72
H60 3.26 -3.93 0.89

charge = 0
spin multiplicity = 1
SMILES = NC(N)=O.NC(N)=O.NC(N)=O.NC(N)=O.NC(N)=O.CC(C)O.CC(C)O.CC(C)O.CC(C)O.CC(C)O
HOMO = -8.724 eV



Formula: H60O30
Source: the Open Molecules 2025 dataset
Level of theory: ωB97M-V/def2-TZVPD

CARTESIAN COORDINATES (ANGSTROEM)
O1 0.51 -1.86 -0.29
O2 -2.00 -2.16 2.03
O3 0.82 1.03 -4.06
O4 -2.58 0.19 0.48
O5 -1.13 -0.22 -2.09
O6 4.53 0.65 -1.98
O7 -0.19 4.13 -0.19
O8 -2.67 -2.15 4.57
O9 1.48 -4.45 0.31
O10 2.05 -0.92 -2.54
O11 3.34 -3.62 -2.12
O12 -5.17 1.55 0.32
O13 -2.31 1.70 -4.71
O14 -0.85 4.20 -4.24
O15 2.71 -3.47 2.64
O16 -1.49 2.40 1.60
O17 -2.24 -3.05 -1.06
O18 0.91 1.87 -1.21
O19 0.53 -1.56 3.00
O20 -2.71 0.69 4.19
O21 1.02 1.14 1.76
O22 3.78 0.94 0.71
O23 2.28 5.24 0.23
O24 4.40 -1.28 2.21
O25 -5.00 1.68 3.09
O26 1.92 1.23 5.43
O27 -0.63 -5.11 -2.44
O28 -1.08 -4.92 1.04
O29 -0.40 2.13 4.19
O30 1.56 3.69 -3.04
H1 -0.84 3.94 0.50
H2 1.06 1.62 -0.34
H3 1.93 2.92 -2.62
H4 -2.04 -2.22 5.27
H5 2.81 -0.46 -2.13
H6 3.79 -2.03 2.22
H7 1.97 5.76 -0.53
H8 2.89 1.26 0.98
H9 -1.65 -4.16 0.79
H10 4.64 1.12 -1.10
H11 -0.46 2.97 4.71
H12 1.17 1.69 2.52
H13 -1.39 4.69 -3.62
H14 -3.21 1.94 -5.07
H15 -5.78 1.07 3.23
H16 -5.88 1.09 -0.13
H17 0.59 -1.37 -1.12
H18 -1.80 0.08 -1.44
H19 1.93 1.75 6.22
H20 -2.32 -1.35 1.60
H21 0.11 1.42 -1.55
H22 1.63 4.53 0.30
H23 -2.10 1.01 0.59
H24 -0.43 -2.13 -0.10
H25 1.94 3.73 -3.90
H26 4.59 -1.15 3.18
H27 0.09 3.27 -0.55
H28 -1.47 0.08 -2.96
H29 -0.28 -1.89 2.54
H30 -1.84 2.50 -4.44
H31 1.83 -5.18 -0.24
H32 -0.99 2.23 2.38
H33 1.36 -3.67 -0.23
H34 3.45 -4.14 2.68
H35 -2.81 0.90 5.07
H36 1.55 -0.28 -2.92
H37 4.29 -3.49 -2.20
H38 4.98 1.18 -2.65
H39 2.89 -2.73 -2.27
H40 -1.09 1.50 4.49
H41 -0.24 -4.77 0.60
H42 0.32 1.03 -4.84
H43 2.00 -3.91 2.20
H44 -3.57 0.95 3.79
H45 1.57 1.62 -4.25
H46 0.78 0.25 2.05
H47 4.08 0.08 1.04
H48 1.30 -1.99 2.69
H49 -1.99 -2.24 -1.59
H50 -2.17 3.01 1.81
H51 -2.81 -1.20 4.49
H52 1.00 1.24 5.12
H53 -3.49 0.44 0.49
H54 0.08 -4.69 -3.03
H55 -3.22 -3.13 -1.19
H56 -2.37 -2.18 2.92
H57 -4.88 1.69 2.09
H58 -0.10 3.92 -3.70
H59 -5.25 2.48 0.08
H60 -0.97 -4.33 -1.97

charge = 0
spin multiplicity = 1
HOMO = -9.239 eV



Computed molecular weight, in the same sequence as the records: 401.5; 631.5; 106.1; 660.8; 600.8; 540.5 g mol⁻¹.